51
Properties=species:S:1:pos:R:3 method="wB97M-V/def2-TZVPD" gap_ha=0.2810 smiles="N=[PH2][C@@]1(N)CNC(=O)[C@H]1P(O)O.O=C1C=C(O)C(=O)C=C1O.O=C1C=C(O)C(=O)C=C1O" total_charge=0 max_force_ev_per_a=0.9 molar_mass_da=491.286 e_tot_ev=-62470.0255 multiplicity=1
H -2.040 0.495 1.058
P -2.570 -4.482 2.538
C -1.706 0.836 -1.076
P 1.245 -5.547 2.225
N 1.342 -2.955 2.310
C -2.422 2.512 0.481
H -0.761 -3.531 3.893
H 3.286 -5.792 1.516
C 0.326 -3.987 1.990
C -2.464 3.540 -0.627
O 1.308 2.212 -2.246
H 1.718 -3.073 3.245
C 2.990 3.738 -1.612
O -1.376 -0.293 -1.401
O -2.137 -6.020 2.210
H -3.822 -4.729 4.280
H -1.154 0.433 -3.193
H 4.692 6.346 -1.576
H 2.114 -3.026 1.653
N -0.925 -2.410 0.781
C -1.192 -2.255 2.138
O -2.882 -4.538 4.145
O -2.814 4.665 -0.323
C 1.321 4.194 -3.484
C -1.729 1.866 -2.180
H 1.460 6.066 -4.487
O 4.538 5.459 -1.195
C 3.511 4.949 -1.854
H 0.676 -3.536 -0.110
H -2.983 3.936 1.525
O -1.352 1.379 -3.358
O -2.771 2.992 1.664
C -0.169 -3.661 0.568
C -2.066 1.236 0.266
H -0.424 -1.611 0.412
H 3.377 3.078 -0.849
C 1.862 3.286 -2.399
O -1.607 -1.250 2.653
C 1.842 5.409 -3.719
H 0.323 -6.609 2.251
O 0.298 3.701 -4.163
H -2.107 3.883 -2.752
C 2.957 5.866 -2.921
N 2.349 -5.748 1.133
H -0.839 -4.454 0.221
C -0.927 -3.603 2.817
O 3.500 6.950 -3.042
H -1.530 -6.429 2.837
H 1.717 -5.428 3.544
H 0.104 2.804 -3.819
C -2.088 3.138 -1.969